C16H16Cl18N2 | wB97M-V/def2-TZVPD

```
52
Properties=species:S:1:pos:R:3:forces:R:3
Cl 27.87540 -1.47251 11.11532 -0.13 0.17 0.01
C 26.42577 -0.44566 11.31533 0.59 -0.83 0.35
Cl 26.42282 0.80649 10.08605 -0.11 0.03 0.43
Cl 26.36550 0.10061 13.02153 -0.07 0.32 -0.82
H 25.59351 -1.11832 11.15978 -0.25 0.25 0.03
Cl 23.75064 4.54302 21.25245 0.11 0.20 -0.13
C 23.67900 2.95101 20.51889 0.33 -0.37 0.43
Cl 23.01249 1.80942 21.71419 0.10 -0.03 -0.22
Cl 25.27942 2.38073 19.97596 -0.50 0.27 0.11
H 23.00961 2.99319 19.66978 0.04 -0.06 -0.06
Cl 22.45916 -1.67516 22.81959 0.11 0.18 -0.14
C 23.91605 -1.83139 21.84082 0.28 -0.25 -0.43
Cl 23.61169 -1.61171 20.10718 -0.15 -0.14 0.23
Cl 24.67389 -3.40776 22.14085 -0.05 0.15 -0.03
H 24.64514 -1.06848 22.07958 -0.18 0.06 0.39
Cl 24.14660 -2.55994 14.17743 -0.05 0.32 0.29
C 25.17979 -2.61564 15.60582 0.35 -0.73 0.03
Cl 26.68728 -3.47807 15.17083 -0.23 0.22 0.22
Cl 24.37065 -3.40407 16.96408 -0.03 -0.08 -0.13
H 25.45746 -1.64222 15.98409 -0.09 0.11 -0.37
Cl 20.02982 2.34168 19.99411 -0.41 0.06 -0.14
C 18.85127 2.81466 21.24132 0.81 0.18 0.35
Cl 17.19464 2.73776 20.69513 0.08 0.01 -0.07
Cl 19.29048 4.41424 21.88388 -0.23 -0.13 -0.18
H 19.01982 2.12416 22.05661 -0.30 -0.11 -0.01
Cl 24.96517 3.84103 10.69026 -0.09 0.36 0.07
C 25.16690 4.70740 12.24132 -0.47 -0.98 -0.44
Cl 26.65841 4.19171 12.97468 0.31 0.09 0.31
Cl 23.77100 4.27627 13.28008 0.42 0.56 -0.22
H 25.21756 5.76176 12.00752 -0.26 0.08 0.29
C 19.59712 1.12746 11.39524 -0.41 -0.18 0.73
C 19.51406 -0.23748 11.56152 0.04 -0.95 -0.34
C 20.67434 -0.96858 11.80470 -0.07 1.15 -0.44
N 21.86132 -0.36575 11.85451 0.60 -0.56 -0.57
C 21.96217 0.94366 11.60526 -0.60 -0.58 0.49
C 20.83199 1.74031 11.48745 -0.03 0.51 -0.57
H 18.67741 1.68409 11.26524 0.15 0.20 -0.14
H 18.59353 -0.78922 11.40712 -0.10 0.22 0.17
H 20.64097 -2.04948 11.81378 0.15 -0.07 0.45
H 22.97299 1.30431 11.46533 0.02 0.33 0.32
H 20.86282 2.81742 11.37293 0.38 -0.04 -0.06
C 22.21804 1.72199 15.69798 -0.12 0.02 -0.23
C 22.02407 1.51108 17.05408 0.24 -0.22 0.00
C 23.03533 0.88294 17.76274 -0.03 0.05 0.22
N 24.17810 0.44438 17.23273 -0.36 0.16 -0.08
C 24.33381 0.64902 15.92398 -0.16 -0.37 0.41
C 23.38739 1.26388 15.11353 0.55 0.36 0.21
H 21.47936 2.23243 15.09163 -0.06 -0.03 0.04
H 21.12725 1.78326 17.59423 -0.07 0.17 -0.28
H 22.89638 0.75258 18.83144 0.15 -0.22 0.01
H 25.25880 0.23447 15.54205 0.01 0.38 -0.37
H 23.64822 1.48314 14.08791 -0.24 -0.23 -0.11
```
Forces are in eV/Å.

Properties
- Strongest force on any atom: 1.23 eV Å⁻¹
- ΔE to the lowest compared entry with this formula, charge and spin: 3.62 kJ/mol
- SMILES: ClC(Cl)Cl.ClC(Cl)Cl.ClC(Cl)Cl.ClC(Cl)Cl.ClC(Cl)Cl.ClC(Cl)Cl.c1ccncc1.c1ccncc1
- E_HOMO: -9.853 eV
- E_tot: -245234.347 eV

These are the Mulliken partial charges, in e, on atoms 1 to 5:
1. Cl -0.146
2. C 0.087
3. Cl -0.103
4. Cl -0.055
5. H 0.221


C16H16Cl3F5O2Sn | wB97M-V/def2-TZVPD

```
43
Properties=species:S:1:pos:R:3:forces:R:3
C -0.56952 0.87336 -2.67629 2.29 0.02 0.08
C -0.73409 -0.50859 -3.00573 0.69 0.84 0.58
C 0.54735 -1.11828 -2.99901 1.75 0.94 0.03
C -2.00448 -1.20743 -3.27953 -0.40 -0.20 -0.11
C 1.51600 -0.11557 -2.74575 -1.40 -2.57 -0.49
C 0.83048 1.12042 -2.51261 -3.26 0.09 -0.42
C 1.44837 2.41635 -2.23231 0.53 0.53 0.10
C -1.63258 1.87495 -2.59557 -0.81 0.75 -0.12
C 0.80803 -2.55576 -3.24183 0.07 -0.39 -0.04
C 2.97570 -0.32140 -2.73463 0.51 -0.09 0.03
Sn -0.69895 -1.23750 1.22663 0.33 4.12 -0.65
Cl -1.13502 -3.32294 0.81734 -0.89 -4.69 -0.75
Cl -2.61039 0.18612 0.92859 -1.25 0.55 0.13
Cl 1.46113 -0.53987 0.64029 1.74 0.26 -0.24
H -2.82358 -0.49355 -3.40038 0.05 -0.13 0.08
H -2.26848 -1.90510 -2.46651 0.07 0.17 -0.18
H -1.92834 -1.79768 -4.20400 -0.02 -0.01 0.13
H 0.14281 -3.18196 -2.63050 0.16 -0.03 -0.10
H 1.84465 -2.80729 -2.98620 -0.19 -0.06 -0.04
H 0.64838 -2.83531 -4.29516 0.03 -0.09 0.08
H 3.24476 -1.22996 -2.18155 0.00 0.13 -0.05
H 3.48486 0.52540 -2.26870 0.02 -0.11 -0.03
H 3.36606 -0.42967 -3.75901 0.02 0.03 0.15
H 2.40361 2.26441 -1.71100 -0.07 0.16 -0.05
H 0.79636 3.04145 -1.58529 -0.07 -0.12 0.06
H 1.67458 2.94828 -3.17605 -0.04 -0.02 0.17
H -2.59286 1.39886 -2.36828 0.00 0.11 0.07
H -1.75715 2.39447 -3.56399 -0.04 0.02 0.13
H -1.42099 2.62673 -1.80361 0.03 -0.17 -0.02
O -0.57281 3.54318 -0.29967 -0.01 -0.52 1.19
H -0.61811 2.96688 0.51270 0.05 0.86 -1.25
F -0.75715 0.91499 7.96846 -0.06 0.22 0.56
C -0.54066 0.35939 6.77189 0.24 -0.11 -0.26
C -0.71674 1.13057 5.62177 -0.28 0.00 0.87
F -1.13849 2.41817 5.71834 0.47 -0.90 -0.02
C -0.51060 0.52304 4.40738 0.06 1.67 -1.44
F -0.51725 1.27781 3.26710 -0.42 -0.77 1.12
C -0.24168 -0.82027 4.30295 0.19 -1.81 -1.47
O -0.28778 -1.49918 3.15596 0.54 0.20 2.32
C 0.10508 -1.52006 5.46669 0.06 -0.59 0.07
F 0.60872 -2.77534 5.37167 -0.42 0.51 0.04
C -0.07358 -0.96393 6.70882 -0.13 1.20 -0.26
F 0.24436 -1.61820 7.83656 -0.13 -0.02 -0.02
```
Forces are in eV/Å.

Properties
- Net charge: -2
- Strongest force on any atom: 4.83 eV Å⁻¹
- E_HOMO (spin up / spin down): -0.132 / -0.470 eV
- E_tot: -77932.386 eV

These are the Mulliken partial charges, in e, on atoms 1 to 5:
1. C 0.549
2. C 0.535
3. C 0.705
4. C -1.421
5. C 0.416


C16H16ClMnO2 | wB97M-V/def2-TZVPD

```
36
Properties=species:S:1:pos:R:3:forces:R:3
Mn 0.62380 -0.11349 0.28875 0.18 0.29 -0.05
C 1.05680 1.52749 3.35959 -0.03 -0.02 -0.02
C 1.68536 1.11957 2.06488 -0.08 -0.01 0.04
C 1.66874 1.98308 0.94428 0.04 0.10 0.12
C 2.27021 1.62761 -0.26558 0.00 -0.08 -0.10
C 2.34228 2.56685 -1.42726 -0.06 -0.05 0.01
C 2.81091 0.31934 -0.36852 0.08 0.01 -0.03
C 2.93080 -0.54119 0.74745 0.07 -0.15 -0.09
C 3.67111 -1.84031 0.63076 -0.06 0.02 0.01
C 2.31911 -0.14115 1.94216 0.01 0.03 0.12
H 0.05604 1.09759 3.46030 0.01 -0.01 -0.01
H 0.96198 2.60899 3.42574 0.00 0.00 0.00
H 1.65061 1.16371 4.19730 0.00 0.01 0.01
H 1.21746 2.96263 1.04763 -0.05 -0.02 -0.01
H 1.91391 2.12350 -2.32764 0.02 -0.01 0.01
H 3.39313 2.77446 -1.64014 -0.01 0.03 -0.01
H 1.83553 3.50530 -1.21760 0.00 0.00 0.00
H 3.24880 0.00981 -1.31140 -0.07 -0.03 -0.03
H 3.29266 -2.44783 -0.19227 0.01 0.02 -0.02
H 3.61427 -2.41729 1.55041 0.00 0.00 0.00
H 4.72031 -1.62729 0.41766 0.01 -0.01 0.01
H 2.37783 -0.78484 2.81195 -0.07 -0.03 -0.01
Cl -6.77873 -1.93401 -2.49532 0.00 0.06 -0.02
C -5.23320 -1.51117 -1.92941 -0.11 -0.20 0.01
C -4.13360 -1.67485 -2.77930 0.05 0.05 -0.02
C -2.88172 -1.36647 -2.31549 -0.04 0.02 0.01
C -2.72854 -0.89483 -0.99346 -0.23 -0.05 -0.09
C -3.84681 -0.74088 -0.14537 -0.03 0.01 -0.05
C -5.09623 -1.05021 -0.61525 0.03 0.06 0.02
C -1.45594 -0.59045 -0.51251 0.68 0.08 0.29
O -0.32701 -0.70956 -1.19536 -0.33 0.04 0.22
O -1.18466 -0.14882 0.70844 -0.08 -0.17 -0.32
H -4.28437 -2.04094 -3.78467 -0.01 0.00 0.01
H -2.01933 -1.48539 -2.95734 0.02 0.00 0.02
H -3.71967 -0.38347 0.86746 0.02 0.00 0.00
H -5.97185 -0.94545 0.00914 0.00 -0.01 -0.01
```
Forces are in eV/Å.

Properties
- ⟨S²⟩: 6.1083
- Net charge: +2
- Strongest force on any atom: 0.74 eV Å⁻¹
- ΔE to the lowest compared entry with this formula, charge and spin: 0.00 kJ/mol
- E_HOMO (spin up / spin down): -15.229 / -15.263 eV
- E_tot: -64773.781 eV
- Multiplicity: 5

These are the Mulliken partial charges, in e, on atoms 1 to 5:
1. Mn 0.644
2. C -1.520
3. C 0.757
4. C -0.751
5. C 1.101


C16H16ClN5O2S | wB97M-V/def2-TZVPD

```
41
Properties=species:S:1:pos:R:3:forces:R:3
C -2.55730 0.20636 0.87463 -0.05 0.10 0.03
C -2.25166 1.17369 1.97871 -0.03 -0.04 -0.01
C -3.13859 2.18390 2.33235 0.26 0.04 0.21
Cl -4.63866 2.37309 1.48041 -0.22 0.08 -0.09
C -2.87619 3.07237 3.36278 -0.04 0.04 0.03
C -1.69205 2.95620 4.06490 -0.14 -0.05 -0.16
C -0.77930 1.97258 3.73657 0.17 -0.01 0.08
C -1.04892 1.08519 2.69961 -0.18 0.36 0.27
N -0.12963 0.09387 2.33487 -0.42 -0.02 -0.36
C 0.93731 -0.34622 3.04740 0.19 -0.44 -0.22
O 1.26568 0.02243 4.15129 0.11 0.08 0.23
C 1.73361 -1.40954 2.29826 0.24 0.18 -0.19
S 2.68928 -0.68139 0.92494 0.10 -0.06 0.16
C 1.60521 -0.90877 -0.42041 -0.12 -0.09 -0.03
N 0.36808 -1.33860 -0.19869 0.32 0.03 0.29
C -0.42922 -1.57003 -1.24306 -0.27 -0.11 -0.29
N -0.16411 -1.40506 -2.51430 -0.18 0.00 -0.50
C 1.06974 -0.94424 -2.74735 0.48 0.14 1.08
C 2.02864 -0.66616 -1.73181 -0.74 -0.23 -0.47
C 3.16113 -0.22008 -2.45015 -0.07 -0.03 0.02
N 2.91250 -0.22665 -3.73410 0.76 0.28 -0.18
N 1.65915 -0.66088 -3.92143 -0.26 -0.10 0.44
C 1.11899 -0.79656 -5.24621 -0.31 -0.48 -0.50
C 0.58492 -2.20889 -5.48497 -0.30 0.27 -0.04
O 1.66850 -3.10726 -5.40931 0.30 -0.15 0.02
H -2.42247 -0.81985 1.21395 0.05 -0.12 -0.02
H -1.90562 0.38086 0.01782 0.03 -0.05 -0.08
H -3.58432 0.32456 0.54285 0.05 -0.08 -0.05
H -3.59426 3.83908 3.60625 -0.08 0.05 0.00
H -1.47593 3.63982 4.87076 0.03 0.07 0.08
H 0.14265 1.88182 4.28466 0.01 -0.01 0.00
H -0.28399 -0.36440 1.43812 0.16 -0.02 0.20
H 1.09120 -2.17700 1.86853 0.04 -0.02 0.09
H 2.46977 -1.84431 2.97269 -0.11 0.06 -0.01
H -1.41558 -1.94254 -1.00091 -0.10 -0.01 0.02
H 4.11064 0.09667 -2.06970 0.26 0.09 -0.03
H 1.94089 -0.58638 -5.93264 -0.13 0.04 0.07
H 0.30948 -0.07514 -5.39426 0.10 -0.04 -0.03
H -0.17245 -2.43891 -4.72447 0.07 0.05 -0.21
H 0.11672 -2.24163 -6.47875 0.02 0.10 0.12
H 1.34747 -4.00600 -5.53072 0.00 0.07 0.04
```
Forces are in eV/Å.

Properties
- Strongest force on any atom: 1.19 eV Å⁻¹
- ΔE to the lowest compared entry with this formula, charge and spin: 0.00 kJ/mol
- SMILES: Cc1c(Cl)cccc1NC(=O)CSc1ncnc2c1cnn2CCO
- E_HOMO: -8.546 eV
- E_tot: -51755.679 eV

These are the Mulliken partial charges, in e, on atoms 1 to 5:
1. C -1.470
2. C 0.224
3. C 0.574
4. Cl -0.264
5. C -0.688


C16H16FeIN3O6 | wB97M-V/def2-TZVPD

```
43
Properties=species:S:1:pos:R:3:forces:R:3
C 2.47351 0.88844 2.88702 0.33 -0.17 -0.07
C 1.62620 0.42056 1.73623 -0.06 0.46 0.35
C 1.94157 -0.76990 1.07273 0.66 0.08 0.09
C 1.21711 -1.23511 -0.05513 0.67 -0.17 0.57
N 1.65824 -2.37485 -0.68139 -0.65 0.64 -0.39
C 0.94319 -2.72531 -1.71130 0.52 -0.91 -0.02
C 1.34775 -3.94581 -2.46857 0.27 0.53 -0.37
C 0.84355 -5.21756 -1.77161 0.61 0.04 0.22
O -0.14439 -5.73575 -2.12265 -0.91 -0.43 -0.24
I 1.98980 -6.02573 -0.16259 0.08 0.22 -0.06
C -0.24185 -1.98106 -2.14651 -0.75 0.19 -0.10
O -0.93138 -2.42520 -3.18021 0.16 -0.91 1.68
N -0.64215 -1.62984 -4.50045 -0.06 1.23 -1.49
O -1.36089 -0.77822 -4.62136 0.16 -0.32 -0.02
N -0.63887 -0.88580 -1.55683 0.56 0.15 0.17
C 0.11407 -0.48102 -0.48845 -0.49 0.03 -0.52
C -0.24238 0.73896 0.17528 0.21 0.48 0.25
C -1.43537 1.47403 -0.34814 0.26 -0.60 -0.58
C -2.75668 0.75414 -0.00809 -0.35 0.85 -0.17
O -3.46833 1.61619 0.87901 0.56 -0.35 0.52
C -4.55434 0.96245 1.44150 0.16 0.02 0.45
O -5.54722 0.76364 0.85299 -0.86 -0.17 -0.73
C 0.51997 1.20910 1.27431 -0.57 -0.59 -0.23
C 0.17957 2.50909 1.92864 0.57 0.13 -0.15
C 0.92217 3.67666 1.21468 -0.70 0.10 -0.49
O 0.05195 4.42900 0.40053 0.05 -0.10 0.17
H 3.50180 0.54739 2.78287 0.05 -0.14 -0.02
H 2.11565 0.47951 3.83041 -0.19 0.05 0.08
H 2.50586 1.96866 2.95344 -0.06 0.13 0.13
H 2.80838 -1.31799 1.42043 -0.04 -0.31 -0.09
H 2.42418 -3.92749 -2.61660 0.15 -0.25 0.39
H 0.89405 -3.93656 -3.45327 -0.21 -0.11 -0.04
H -1.34567 1.44318 -1.43267 -0.05 0.20 -0.11
H -1.46258 2.50673 -0.03346 -0.16 0.10 0.14
H -2.61218 -0.23008 0.44039 0.10 -0.08 -0.01
H -3.33587 0.65939 -0.92263 -0.05 -0.30 -0.07
H -4.41025 0.63166 2.47525 0.31 0.24 0.19
H -0.88367 2.71028 1.87497 -0.14 0.02 0.04
H 0.45540 2.47078 2.97617 -0.02 0.04 0.12
H 1.35812 4.36648 1.92969 0.23 -0.04 0.08
H 1.71915 3.26734 0.54548 0.37 -0.04 0.32
H 0.13178 4.17664 -0.52176 -0.07 0.15 -0.10
Fe 2.27105 0.95298 -0.28835 -0.65 -0.12 0.13
```
Forces are in eV/Å.

Properties
- ⟨S²⟩: 6.0162
- Net charge: +2
- Strongest force on any atom: 1.93 eV Å⁻¹
- E_HOMO (spin up / spin down): -14.514 / -14.512 eV
- E_tot: -76071.344 eV
- Multiplicity: 5

These are the Mulliken partial charges, in e, on atoms 1 to 5:
1. C -1.880
2. C 1.461
3. C -1.209
4. C -0.264
5. N -0.505